No. 1
Here is a cluster of 7 separate species, C2H18O6 in total from the Open Molecules 2025 dataset. Energies are from wB97M-V/def2-TZVPD.

```
26
Properties=species:S:1:pos:R:3:forces:R:3
C -1.59725 -1.69280 -1.68491 -3.3 -0.5 -1.2
C -0.70049 -0.50732 -1.73926 2.3 0.3 0.1
H -1.40816 -2.49371 -2.40607 0.2 0.3 0.1
H -2.67822 -1.39210 -1.87780 1.2 -0.1 -0.3
H -1.83059 -2.18437 -0.75671 0.9 -0.1 0.7
H 0.18505 -0.59637 -2.41964 -0.6 -0.6 0.6
H -1.11870 0.39784 -2.13396 -0.9 0.5 0.1
H -0.27905 -0.31652 -0.74612 -0.1 0.2 -0.2
H 1.06585 2.45479 -0.63700 0.7 -0.3 0.7
H 1.06306 1.96270 -1.92772 0.8 -0.6 -0.5
O 1.67634 1.90725 -1.17233 -1.6 1.0 -0.5
H -1.31448 -2.47135 0.95731 -0.6 -0.1 -0.1
H -0.64662 -2.46469 2.22160 -0.5 -0.1 0.6
O -1.55403 -2.59244 1.88754 1.3 0.3 -0.4
H -0.89796 2.54207 3.34707 -0.1 0.2 1.1
H -1.53627 1.63233 2.47139 -0.6 -0.8 0.9
O -1.55835 1.83992 3.42555 0.6 0.4 -1.4
H 1.21229 0.48630 0.18952 0.5 0.4 0.2
H 2.17339 0.75658 1.40388 -0.1 0.2 -0.3
O 1.68355 0.08032 0.92916 -0.3 -0.6 0.4
H -0.06844 2.86454 1.45599 -0.5 -0.2 0.2
H -1.26745 2.01668 0.76817 0.0 0.2 0.3
O -0.42994 2.46997 0.65944 0.5 0.3 -0.9
H 2.95279 -2.21309 -1.13644 0.1 0.8 0.1
H 3.39057 -0.76939 -0.57882 -0.6 0.1 -0.3
O 3.48310 -1.71713 -0.49983 0.6 -1.0 0.2
```
Forces are in eV/Å.

Results
**Gap between HOMO and LUMO**: 10.46 eV
**Energy relative to the best compared isomer or geometry (same formula, charge and spin)**: 42.3 kcal per mole
**HOMO level**: -0.392 Eh
**SMILES**: CC.O.O.O.O.O.O

Quick look at the Mulliken charges, all values in e: -0.96 -0.28 0.25 0.25 0.19 0.35 0.36 -0.22 0.30 0.32 -0.63 0.30 0.34 -0.62 0.28 0.32 -0.59 0.37 0.30 -0.62 0.26 0.28 -0.54 0.30 0.31 -0.61

=====

No. 2
Here is a cluster of 7 separate species, C2H18O7 in total from the Open Molecules 2025 dataset. Energies are from wB97M-V/def2-TZVPD.

```
27
Properties=species:S:1:pos:R:3:forces:R:3
C 0.69152 -1.93301 1.73839 -2.0 -0.6 -0.7
C -0.52984 -0.99746 1.59420 0.8 -0.7 -2.4
O -0.14992 0.38823 1.51006 -0.2 -0.8 0.3
H 1.19912 -2.09045 0.79536 0.3 0.3 -0.2
H 0.31340 -2.94565 1.98186 0.3 0.5 0.3
H 1.33298 -1.53283 2.47245 1.0 0.1 1.0
H -1.25774 -1.22542 2.33250 -0.6 0.3 1.0
H -1.00617 -1.22494 0.61436 0.2 0.2 0.8
H 0.00706 0.69572 2.40074 0.2 0.4 0.3
O 1.74774 2.83572 0.79195 -0.6 1.1 -1.3
H 1.02339 2.68458 0.12458 0.7 0.4 0.9
H 2.05305 3.75720 0.59101 -0.3 -1.3 0.3
O -2.94198 0.34254 -1.59388 -0.7 -1.4 1.3
H -2.80215 -0.62624 -1.39047 0.0 1.3 -0.1
H -2.58651 0.39285 -2.45952 0.4 0.1 -1.6
O 0.59870 0.17603 -2.17508 0.5 -0.8 0.2
H 1.30808 0.14327 -1.48614 -0.3 0.4 -0.7
H 0.03594 0.92824 -1.91743 0.2 0.0 0.2
O -1.27270 -1.79740 -1.42447 0.9 -1.2 -0.5
H -0.46864 -1.25385 -1.59973 -0.3 0.5 -0.2
H -0.98641 -2.67030 -1.76906 -0.6 0.6 0.3
O 2.50040 0.33325 -0.08637 1.0 -1.0 -1.4
H 2.42858 1.23206 0.19592 -0.1 1.2 0.6
H 1.88992 -0.16681 0.42639 -0.7 -0.4 0.9
O -0.86816 1.81587 -0.69616 0.6 1.2 -0.4
H -1.71073 1.45695 -1.01020 -0.3 -0.3 0.5
H -0.54892 1.28185 0.03875 -0.5 -0.3 0.4
```
Forces are in eV/Å.

Results
**Gap between HOMO and LUMO**: 11.21 eV
**Energy relative to the best compared isomer or geometry (same formula, charge and spin)**: 0.0 kcal per mole
**HOMO level**: -0.394 Eh
**SMILES**: CCO.O.O.O.O.O.O

Quick look at the Mulliken charges, all values in e: -1.35 -0.02 -0.48 0.43 0.38 0.35 0.43 0.08 0.28 -0.68 0.38 0.31 -0.73 0.35 0.33 -0.81 0.42 0.42 -0.65 0.40 0.28 -0.77 0.40 0.28 -0.81 0.42 0.37

=====

No. 3
Here is a cluster of 7 separate species, C2H21N2O6 in total from the Open Molecules 2025 dataset. Energies are from wB97M-V/def2-TZVPD.

```
31
Properties=species:S:1:pos:R:3:forces:R:3
C -0.84475 0.19090 -1.85554 0.7 0.9 -0.9
N -0.48094 -1.21759 -1.98435 -0.4 0.1 0.4
C -0.40455 0.91864 -0.62338 1.8 -1.2 1.4
N -1.19278 0.55664 0.64396 0.1 1.1 -1.7
H -1.89076 0.41968 -2.07715 -0.1 -0.3 0.0
H -0.26428 0.73371 -2.62256 -0.4 0.0 0.0
H -0.00119 -1.55867 -1.15797 -0.2 -0.1 0.1
H -1.31750 -1.76864 -2.12187 0.2 -0.3 -0.1
H -0.25839 1.98715 -0.77459 -0.8 -0.3 0.3
H 0.57487 0.54864 -0.28907 0.2 0.1 -0.7
H -0.95721 1.22098 1.36943 -0.1 0.1 0.3
H -2.16564 0.66864 0.38925 -0.4 -0.4 0.6
H -0.93168 -0.40700 0.93818 -0.3 -0.2 0.1
H -1.89342 3.91892 0.20800 -0.1 0.4 -0.1
H -0.57587 4.45410 -0.41329 -0.2 0.0 0.1
O -0.97944 3.69352 0.02341 0.1 0.0 0.1
H 1.85335 -0.81334 3.37723 -0.1 -0.4 0.1
H 2.51062 -0.47542 2.07644 0.0 -0.5 -0.5
O 1.97518 -1.17292 2.48987 0.4 0.8 0.4
H -0.66100 -2.73774 1.37788 0.3 0.1 0.0
H 0.73178 -1.97795 1.55286 -0.2 0.1 0.1
O -0.15105 -1.95825 1.12458 -0.4 -0.1 -0.2
H 2.99192 -0.29505 -1.10370 0.0 -0.2 0.7
H 4.04344 -0.92730 -0.13493 -0.3 0.1 0.0
O 3.14224 -0.57483 -0.16397 0.3 0.1 -0.2
H -2.73978 -1.39223 2.87693 -0.2 0.1 -0.1
H -3.56635 -0.12337 3.01246 -0.2 0.1 0.1
O -3.13475 -0.67764 2.35886 0.3 -0.1 0.0
H 1.44645 -0.53547 -2.69512 -0.5 -0.2 0.1
H 2.85812 -0.63858 -3.15816 0.2 0.2 -0.2
O 2.28337 -0.05954 -2.64371 0.2 -0.1 -0.4
```
Forces are in eV/Å.

Results
**Gap between HOMO and LUMO**: 10.10 eV
**Net charge**: +1
**Energy relative to the best compared isomer or geometry (same formula, charge and spin)**: 0.0 kcal per mole
**HOMO level**: -0.475 Eh

Quick look at the Mulliken charges, all values in e: -0.74 -0.58 -0.25 -0.09 0.46 0.28 0.26 0.29 0.34 0.06 0.36 0.36 0.36 0.30 0.30 -0.63 0.31 0.31 -0.64 0.25 0.33 -0.65 0.35 0.28 -0.62 0.31 0.33 -0.63 0.37 0.32 -0.70

=====

No. 4
Here is a cluster of 11 separate species, C2H23O12 in total from the Open Molecules 2025 dataset. Energies are from wB97M-V/def2-TZVPD.

```
37
Properties=species:S:1:pos:R:3:forces:R:3
C 1.30988 -0.69785 -0.37690 0.3 -1.4 0.1
C -0.01770 0.02242 -0.15705 1.4 -0.4 -1.7
O -0.87160 -0.17358 -1.02096 -1.6 -0.4 -0.9
O -0.13969 0.76932 0.81653 0.0 1.1 1.8
H 2.25282 -0.15448 -0.43783 -0.3 0.5 0.4
H 1.30711 -1.36472 -1.23910 -0.4 0.4 -0.4
H 1.35839 -1.41571 0.44189 0.4 0.1 0.4
O 1.16402 2.99199 -0.47945 0.2 0.6 -0.3
H 0.88581 2.23766 0.03999 -0.4 -0.5 0.5
H 2.05680 2.77975 -0.75172 0.2 0.0 -0.1
O 0.03764 3.13494 3.08074 0.1 0.2 0.4
H -0.61992 3.74743 2.75105 -0.1 0.1 -0.2
H -0.08635 2.34420 2.55576 0.1 -0.4 -0.3
O -1.10813 -2.34858 -2.99689 0.2 -0.4 -0.5
H -1.19696 -1.88093 -2.16644 0.1 0.6 0.6
H -2.00061 -2.61293 -3.22012 -0.1 -0.1 0.0
O 1.23971 -0.43358 2.96531 0.0 -0.3 0.8
H 2.01121 -0.87206 2.60648 0.2 0.0 -0.1
H 0.79365 -0.06897 2.20090 -0.4 0.5 -0.5
O 3.75043 -1.36125 2.18540 0.2 0.0 -0.1
H 4.35044 -1.72138 1.53231 0.0 -0.1 -0.3
H 4.10555 -1.65385 3.02474 0.0 0.0 0.3
O -3.61011 -1.12789 -1.23789 -0.6 -0.5 0.0
H -3.59620 -1.21328 -2.19118 0.0 0.1 -0.2
H -2.83968 -0.59802 -1.03315 0.6 0.4 0.2
O -2.90346 1.29098 1.68124 -0.6 0.0 0.2
H -2.05927 0.85014 1.58513 0.6 -0.2 -0.2
H -2.89880 1.62545 2.57809 0.0 0.1 0.2
O -2.23522 2.75485 -0.69311 -0.4 0.5 -0.4
H -1.52493 3.39597 -0.71923 0.3 0.0 -0.1
H -1.82429 1.95462 -0.36597 0.1 -0.4 0.2
O 2.75935 -4.75804 0.04017 0.2 -0.1 0.2
H 2.31552 -3.94907 -0.21440 -0.2 0.3 0.0
H 2.84491 -5.25171 -0.77543 0.0 -0.1 -0.2
O -1.45237 1.28982 -3.65840 0.0 0.0 -0.7
H -1.28497 0.73153 -2.89911 0.2 -0.2 0.6
H -2.27302 1.73688 -3.45130 -0.1 0.2 0.3
```
Forces are in eV/Å.

Results
**Gap between HOMO and LUMO**: 9.20 eV
**Net charge**: -1
**Energy relative to the best compared isomer or geometry (same formula, charge and spin)**: 24.8 kcal per mole
**HOMO level**: -0.251 Eh

Quick look at the Mulliken charges, all values in e: -1.30 0.56 -0.59 -0.12 0.34 0.36 0.23 -0.68 0.25 0.28 -0.67 0.32 0.30 -0.62 0.36 0.28 -0.74 0.36 0.30 -0.62 0.30 0.27 -0.67 0.28 0.37 -0.64 0.32 0.28 -0.69 0.31 0.26 -0.65 0.34 0.31 -0.68 0.39 0.31